ORCA calculation (wB97M-V/def2-TZVPD) on a cluster of 3 separate species, C29H61N3O8 in total.

Last column: Löwdin charge in e.
Element x y z (Å)
C 4.77 -1.29 3.13  -0.13
C 3.46 -0.99 2.22  -0.23
C 3.86 0.20 1.19  -0.23
C 2.55 0.97 0.64  -0.20
C 1.92 1.97 1.73  -0.21
C 0.63 1.40 2.50  -0.20
C -0.70 2.28 2.18  -0.19
C -1.37 2.79 3.54  -0.22
C -2.69 3.68 3.35  -0.21
C -3.85 2.98 2.48  -0.19
C -4.62 1.81 3.27  -0.11
C -4.45 0.34 2.65  -0.23
O -3.18 -0.07 2.08  0.04
C -3.42 0.06 0.66  -0.40
O -2.56 0.03 -0.23  0.12
O -4.83 0.24 0.37  0.07
C -5.50 -0.20 1.57  -0.24
N -5.86 -1.64 1.71  -0.07
C -7.32 -1.78 2.11  -0.08
C -5.70 -2.38 0.44  -0.36
C -4.33 -3.01 -0.09  0.00
O -6.73 -2.57 -0.28  0.02
H 5.72 -1.04 2.56  0.06
H 4.65 -0.67 4.08  0.07
H 4.80 -2.40 3.40  0.06
H 2.60 -0.57 2.85  0.09
H 3.18 -1.90 1.60  0.11
H 4.57 0.91 1.73  0.09
H 4.42 -0.20 0.26  0.11
H 2.84 1.60 -0.28  0.10
H 1.75 0.23 0.27  0.11
H 2.72 2.25 2.52  0.11
H 1.67 2.95 1.19  0.09
H 0.47 0.28 2.29  0.11
H 0.81 1.48 3.63  0.10
H -1.37 1.62 1.53  0.08
H -0.45 3.20 1.52  0.12
H -1.58 1.96 4.30  0.12
H -0.59 3.48 4.05  0.12
H -3.15 3.86 4.40  0.11
H -2.48 4.73 2.92  0.11
H -4.64 3.81 2.29  0.11
H -3.49 2.68 1.43  0.11
H -5.75 2.02 3.32  0.13
H -4.25 1.81 4.35  0.12
H -4.70 -0.33 3.56  0.16
H -6.46 0.33 1.89  0.16
H -7.42 -1.37 3.19  0.10
H -7.58 -2.90 2.11  0.11
H -8.02 -1.18 1.44  0.10
H -4.00 -2.35 -0.97  0.10
H -3.54 -2.80 0.74  0.09
H -4.40 -4.11 -0.35  0.09
C -6.08 -4.12 -3.36  -0.12
O -6.28 -4.62 -4.68  -0.20
C -5.93 -3.69 -5.70  -0.21
C -4.67 -4.15 -6.44  -0.21
N -3.49 -4.05 -5.59  -0.05
C -2.31 -4.74 -6.14  -0.20
C -2.41 -6.27 -6.34  -0.22
O -2.49 -7.01 -5.13  -0.18
C -3.79 -7.11 -4.58  -0.10
H -6.54 -4.82 -2.66  0.09
H -5.01 -4.07 -3.13  0.06
H -6.54 -3.14 -3.23  0.09
H -5.81 -2.67 -5.31  0.12
H -6.76 -3.68 -6.41  0.12
H -4.53 -3.53 -7.33  0.12
H -4.85 -5.19 -6.76  0.10
H -3.69 -4.45 -4.68  0.06
H -1.49 -4.55 -5.44  0.12
H -2.03 -4.27 -7.08  0.12
H -1.47 -6.58 -6.82  0.12
H -3.21 -6.55 -7.03  0.11
H -4.57 -7.13 -5.35  0.09
H -3.97 -6.29 -3.89  0.07
H -3.86 -8.03 -4.01  0.09
C 7.69 6.78 1.78  -0.11
O 8.11 6.21 0.56  -0.20
C 9.37 5.53 0.65  -0.21
C 9.17 4.02 0.52  -0.21
N 8.50 3.46 1.69  -0.05
C 8.03 2.09 1.51  -0.19
C 6.98 1.83 0.41  -0.21
O 5.71 2.40 0.68  -0.23
C 5.59 3.77 0.33  -0.08
H 6.83 7.43 1.58  0.09
H 7.37 6.01 2.49  0.07
H 8.47 7.39 2.23  0.09
H 9.91 5.79 1.57  0.12
H 9.97 5.88 -0.19  0.12
H 10.15 3.54 0.40  0.12
H 8.59 3.85 -0.39  0.10
H 7.70 4.04 1.93  0.06
H 7.59 1.78 2.46  0.12
H 8.90 1.44 1.34  0.12
H 6.82 0.75 0.38  0.11
H 7.34 2.11 -0.59  0.11
H 6.19 4.03 -0.55  0.09
H 5.86 4.40 1.18  0.07
H 4.54 3.97 0.10  0.09

Its LUMO energy is 0.616 eV. The SMILES is CCCCCCCCCCC[C@@H]1OC(=O)O[C@H]1N(C)C(C)=O.COCCNCCOC.COCCNCCOC. For the HOMO energy, the calculation gives -0.3132 Eh. The calculation puts the electronic energy at -51905.519 eV.